Record 1
111
Properties=species:S:1:pos:R:3:forces:R:3 method="wB97M-V/def2-TZVPD" relative_energy_kcal_mol=9.4 gap_ha="0.1967 / 0.1684" total_charge=+1 e_tot_ha=-8792.72257 multiplicity=2 homo_ev="-9.75 / -10.02" largest_force_ev_per_a=0.38
Hf -0.356316 0.058851 -0.333579 -0.3 -0.1 -0.2
C -0.287342 7.581121 2.251591 0.0 0.0 0.0
C -0.993628 7.164232 1.133004 0.0 0.0 0.0
C -1.029483 5.819355 0.794805 0.0 0.0 0.0
C -0.348816 4.880779 1.566936 0.0 0.0 0.0
C 0.361029 5.307950 2.688877 0.0 0.0 0.0
C 0.384613 6.649899 3.032302 0.0 0.0 0.0
C -0.380665 3.438456 1.205627 0.0 0.0 0.0
C -1.590787 2.806821 1.168950 0.0 0.0 0.0
C -2.839941 3.420730 1.558376 0.0 0.0 0.0
C -3.813720 2.524177 1.315237 0.0 0.0 0.0
C -3.161448 1.347092 0.786668 0.0 0.0 0.0
C -3.840013 0.115122 0.464533 0.0 0.1 0.0
C -5.150511 0.116783 -0.142436 0.0 0.0 0.0
C -5.729003 1.315209 -0.620363 0.0 0.0 0.0
C -6.965099 1.321745 -1.229000 0.0 0.0 0.0
C -7.662544 0.134674 -1.411812 0.0 0.0 0.0
C -7.084414 -1.068625 -1.022875 0.0 0.0 0.0
C -5.844401 -1.082287 -0.426086 0.0 0.0 0.0
C -3.185079 -1.083776 0.894389 0.0 0.0 0.0
N -1.842061 -1.248813 0.894221 0.1 0.0 0.0
C -1.616823 -2.504439 1.437661 0.0 0.0 0.0
C -0.398582 -3.150316 1.550581 0.0 0.0 0.0
C -0.398434 -4.539134 2.097160 0.0 0.0 0.0
C -0.148073 -5.620000 1.257896 0.0 0.0 0.0
C -0.146048 -6.910767 1.766498 0.0 0.0 0.0
C -0.382079 -7.127743 3.116764 0.0 0.0 0.0
C -0.621882 -6.050760 3.958419 0.0 0.0 0.0
C -0.632254 -4.759490 3.451082 0.0 0.0 0.0
C 0.859820 -2.590865 1.246395 0.0 0.0 0.0
C 2.090272 -3.247742 1.510534 0.0 0.0 0.0
C 3.077635 -2.335718 1.277069 0.1 0.0 0.0
C 2.436724 -1.135704 0.875780 -0.1 0.0 0.0
N 1.078228 -1.305208 0.826840 0.1 0.0 0.0
C 3.107973 0.102370 0.737830 0.0 0.1 0.0
C 2.456017 1.321479 0.694458 0.0 0.0 0.0
C 3.093738 2.601371 0.688706 0.0 0.0 0.1
C 2.118033 3.526440 0.875047 0.0 0.0 -0.1
C 0.886018 2.808446 0.948191 0.0 0.0 0.0
N 1.077988 1.483112 0.793062 0.0 0.1 0.0
C 4.591792 0.084949 0.790194 0.0 0.0 0.0
C 5.318765 -0.648435 -0.145424 0.0 0.0 0.0
C 6.703969 -0.662129 -0.105872 0.0 0.0 0.0
C 7.377473 0.037178 0.886373 0.0 0.0 0.0
C 6.660536 0.744270 1.840574 0.0 0.0 0.0
C 5.275201 0.771481 1.793114 0.0 0.0 0.0
C -2.863712 -3.094123 1.819819 0.0 0.0 0.0
C -3.838319 -2.215956 1.481321 0.0 0.0 0.0
N -1.838625 1.497502 0.753137 0.1 0.0 0.0
H -0.260822 8.629529 2.516060 0.0 0.0 0.0
H -1.519758 7.885610 0.522406 0.0 0.0 0.0
H -1.585115 5.492271 -0.075022 0.0 0.0 0.0
H 0.883839 4.581933 3.299436 0.0 0.0 0.0
H 0.927290 6.969949 3.911595 0.0 0.0 0.0
H -2.936117 4.397347 2.000938 0.0 0.0 0.0
H -4.863231 2.609047 1.536174 0.0 0.0 0.0
H -5.180249 2.240433 -0.570121 0.0 0.0 0.0
H -7.373543 2.253968 -1.593763 0.0 0.0 0.0
H -8.628753 0.141019 -1.897919 0.0 0.0 0.0
H -7.588239 -2.003342 -1.226532 0.0 0.0 0.0
H -5.386266 -2.037027 -0.230190 0.0 0.0 0.0
H 0.040795 -5.445654 0.205603 0.0 0.0 0.0
H 0.042209 -7.748285 1.108000 0.0 0.0 0.0
H -0.376268 -8.134019 3.513081 0.0 0.0 0.0
H -0.800091 -6.214738 5.012654 0.0 0.0 0.0
H -0.814442 -3.916257 4.106270 0.0 0.0 0.0
H 2.195849 -4.253431 1.879353 0.0 0.0 0.0
H 4.136939 -2.461351 1.424407 0.0 0.0 0.0
H 4.149726 2.773436 0.566845 0.0 0.0 0.0
H 2.223919 4.596171 0.931050 0.0 0.0 0.0
H 4.788999 -1.216994 -0.899395 0.0 0.0 0.0
H 7.258598 -1.225225 -0.844416 0.0 0.0 0.0
H 8.458272 0.021569 0.921871 0.0 0.0 0.0
H 7.180613 1.273284 2.627705 0.0 0.0 0.0
H 4.715084 1.310381 2.547003 0.0 0.0 0.0
H -2.977226 -4.048010 2.305953 0.0 0.0 0.0
H -4.890276 -2.294885 1.690439 0.0 0.0 0.0
Br 3.646771 5.656497 -3.541578 0.0 0.0 0.0
C 2.362995 4.398514 -2.954934 0.0 0.0 0.0
C 1.077602 4.835074 -2.606410 0.0 0.0 0.0
C 0.135998 3.937821 -2.163951 0.0 0.0 0.0
C 0.460464 2.580582 -2.010527 0.0 0.0 0.0
O -0.417457 1.748117 -1.520417 0.1 0.0 0.1
C 1.732706 2.142903 -2.419165 0.0 0.0 0.0
C 2.027682 0.745799 -2.489274 0.0 0.0 0.0
N 1.414407 -0.207451 -1.866175 0.0 0.1 0.0
C 1.761102 -1.537692 -2.230957 0.0 -0.1 0.0
C 2.967243 -1.942165 -2.739169 0.0 0.0 0.0
C 3.164013 -3.270550 -3.164012 0.0 0.0 0.0
C 2.145296 -4.175924 -3.113233 0.0 0.0 0.0
C 0.889888 -3.791109 -2.592223 0.0 0.0 0.0
C -0.233561 -4.649172 -2.571521 0.0 0.0 0.0
C -1.417005 -4.189435 -2.078238 0.0 -0.1 0.0
C -1.475237 -2.890196 -1.548470 0.0 0.0 0.0
N -0.452833 -2.062556 -1.534500 0.0 0.0 0.0
C 0.717736 -2.482969 -2.103890 0.0 0.0 0.0
C 2.674335 3.066671 -2.907381 0.0 0.0 0.0
H 0.830535 5.884246 -2.698003 0.0 0.0 0.0
H -0.871697 4.246786 -1.919894 0.0 0.0 0.0
H 2.822447 0.482947 -3.186275 0.0 0.0 0.0
H 3.783909 -1.241305 -2.845252 0.0 0.0 0.0
H 4.128988 -3.557874 -3.558624 0.0 0.0 0.0
H 2.278836 -5.186309 -3.476973 0.0 0.0 0.0
H -0.140687 -5.654372 -2.964289 0.0 0.0 0.0
H -2.310559 -4.796602 -2.071002 0.0 0.0 0.0
H -2.405988 -2.531964 -1.130043 0.0 0.0 0.0
H 3.646586 2.719994 -3.235563 0.0 0.0 0.0
Cl -3.368921 2.088528 -2.884767 0.0 0.0 0.0
Ge -2.378481 0.147204 -2.511163 0.0 0.0 0.1
Cl -3.954662 -1.290029 -3.177047 0.0 0.0 0.0
Cl -1.029895 -0.000344 -4.267185 0.0 0.0 0.0

Record 2
114
Properties=species:S:1:pos:R:3:forces:R:3 method="wB97M-V/def2-TZVPD" relative_energy_kcal_mol=27.5 gap_ha="0.2348 / 0.2083" total_charge=-1 e_tot_ha=-8407.68202 multiplicity=3 homo_ev="-4.04 / -4.35" largest_force_ev_per_a=2.39
Ti 0.491524 -0.529401 1.655818 0.8 0.4 -0.2
C 2.784146 3.875358 4.038202 0.0 0.0 0.0
C 3.008486 3.277313 2.804559 0.0 0.0 0.0
C 2.046171 2.466911 2.227851 -0.1 0.0 0.0
C 0.815649 2.236506 2.860750 -0.2 0.2 -0.1
C 0.609521 2.834010 4.113900 0.1 -0.1 -0.1
C 1.582609 3.636990 4.690057 0.0 0.0 0.0
N -0.092666 1.351423 2.259861 -0.1 0.3 0.5
C -1.444831 1.470748 2.446635 0.0 -0.1 -0.2
C -2.143996 2.610507 2.882104 0.0 0.0 -0.2
C -3.519342 2.587435 3.016284 0.0 0.0 -0.1
C -4.259223 1.441741 2.711627 -0.2 0.1 0.0
C -3.614049 0.310125 2.264396 0.2 -0.2 -0.2
C -2.219060 0.305790 2.129189 -0.4 0.6 0.2
N -1.455429 -0.788235 1.836570 -0.9 -0.8 0.3
N -1.993443 -2.008001 1.896759 -0.5 0.2 0.2
C -1.068043 -2.922551 2.229861 0.3 0.2 0.2
C -1.472239 -4.230755 2.594108 -0.1 -0.1 -0.1
C -0.582467 -5.060482 3.214605 0.1 0.1 -0.1
C 0.734133 -4.617233 3.441481 0.0 -0.1 -0.1
C 1.092104 -3.378442 2.975275 0.1 -0.1 0.1
N 0.244237 -2.536293 2.360708 -0.6 -0.7 0.0
H 3.543619 4.499949 4.492570 0.0 0.0 0.0
H 3.946960 3.447412 2.288065 0.0 -0.1 0.0
H 2.234879 1.978529 1.279260 0.0 0.0 0.0
H -0.295091 2.614819 4.662126 0.0 0.0 0.0
H 1.400479 4.070768 5.667405 0.0 0.0 0.0
H -1.602453 3.521961 3.087541 0.0 0.0 0.0
H -4.034452 3.481085 3.350877 0.0 0.0 0.0
H -5.336202 1.444578 2.830391 0.0 0.0 0.0
H -4.151727 -0.593684 2.007865 0.0 0.0 0.1
H -2.506212 -4.505485 2.436709 0.0 0.0 0.0
H -0.884098 -6.049485 3.536925 0.0 0.0 0.0
H 1.460111 -5.241748 3.943339 0.0 0.0 0.0
H 2.113965 -3.037082 3.081986 0.0 0.1 0.0
O 2.791554 -0.308806 -1.314800 0.1 -0.3 0.1
C 1.775929 0.311403 -1.078823 -0.1 -0.1 0.3
O 1.035385 0.075501 -0.018704 0.5 0.8 -2.2
C 1.388914 1.382177 -2.106275 -0.6 0.2 0.0
C 2.387052 1.540215 -3.075970 0.0 0.0 0.0
C 2.237784 2.385147 -4.155029 0.1 0.0 0.0
C 1.054378 3.082757 -4.303803 -0.1 0.2 -0.2
C 0.060967 2.958671 -3.355472 0.0 -0.1 0.1
C 0.193074 2.139311 -2.231396 0.6 -0.5 -0.1
P -1.135820 2.251552 -0.936956 0.1 0.1 -0.1
C -2.680670 2.317401 -1.960978 0.1 -0.1 0.1
C -3.466456 1.165688 -1.867305 0.1 0.0 0.0
C -4.678877 1.060533 -2.533451 0.0 0.0 -0.1
C -5.138987 2.123017 -3.297054 0.0 0.0 0.0
C -4.379430 3.280663 -3.390674 0.0 0.0 0.0
C -3.162935 3.378606 -2.727667 -0.1 -0.1 -0.1
C -0.821440 4.036679 -0.577779 0.0 -0.1 0.3
C 0.499664 4.407921 -0.312228 0.0 0.0 0.0
C 0.810981 5.682392 0.132552 0.0 0.0 0.0
C -0.197186 6.620200 0.311693 0.0 0.0 0.0
C -1.510753 6.269126 0.043227 0.0 0.0 0.1
C -1.824296 4.982262 -0.375714 0.0 0.0 0.1
H 3.289922 0.960712 -2.948027 0.0 0.0 -0.1
H 3.030576 2.494328 -4.884692 0.0 0.0 0.0
H 0.906586 3.738029 -5.155085 0.0 0.0 0.0
H -0.849359 3.524646 -3.486370 0.1 0.0 0.0
H -3.123209 0.345619 -1.244526 0.0 0.0 0.0
H -5.270818 0.157224 -2.445969 0.0 0.0 0.0
H -6.089654 2.053449 -3.812074 0.0 0.0 0.0
H -4.739901 4.117147 -3.977570 0.0 0.0 0.0
H -2.603079 4.301273 -2.803097 0.0 0.0 0.0
H 1.294076 3.684350 -0.448075 0.0 0.0 0.0
H 1.840815 5.940012 0.346823 0.0 0.0 0.0
H 0.039969 7.613613 0.672490 0.0 0.0 0.0
H -2.303634 6.995246 0.180476 0.0 0.0 0.0
H -2.862247 4.718764 -0.528930 0.0 0.0 0.0
Cl 3.632049 -1.100869 1.276814 0.4 0.0 0.1
C 3.256494 -0.609738 2.899594 -0.3 -0.1 0.2
C 1.897375 -0.488763 3.171485 1.3 0.1 1.2
C 1.577082 -0.252488 4.503683 -0.1 -0.2 -0.4
Cl -0.123499 -0.340519 4.874238 0.0 0.0 0.5
C 2.520681 0.007682 5.483630 0.1 0.0 0.1
Cl 2.045388 0.393088 7.096094 0.0 0.0 0.0
C 3.874276 -0.044344 5.146609 -0.1 -0.1 -0.1
Cl 5.079549 0.284211 6.334069 0.0 0.0 0.1
C 4.246322 -0.402359 3.850143 0.0 0.0 0.1
Cl 5.912860 -0.610116 3.450099 0.0 0.1 0.0
C -2.709744 -6.132629 -2.813407 0.0 0.0 0.0
C -3.086097 -4.816344 -3.047514 0.0 -0.1 0.0
C -2.372690 -3.776503 -2.472276 0.0 0.1 0.1
C -1.263968 -4.026954 -1.665730 -0.1 0.0 0.2
C -0.908092 -5.348667 -1.421921 0.1 0.0 0.1
C -1.622496 -6.394505 -1.993317 -0.1 0.0 0.0
As -0.243956 -2.473983 -0.936623 0.0 -0.8 -1.0
C 0.187969 -1.906180 -2.769305 0.1 0.2 0.0
C -0.598600 -1.149406 -3.622955 0.1 0.1 0.1
C -0.166946 -0.871142 -4.911735 0.0 0.1 0.0
C 1.070164 -1.330014 -5.340378 0.0 0.0 0.0
C 1.868499 -2.079110 -4.491453 0.1 -0.1 0.0
C 1.430245 -2.379445 -3.206793 -0.1 0.2 -0.1
C 2.162928 -3.180924 -2.221911 0.0 -0.1 0.2
C 3.421697 -3.739679 -2.405659 0.0 0.0 -0.1
C 3.994945 -4.508909 -1.405457 0.0 -0.1 0.0
C 3.301009 -4.753633 -0.229071 0.0 0.0 0.0
C 2.041404 -4.199553 -0.042613 0.0 0.1 0.0
C 1.481041 -3.392351 -1.018525 0.1 0.0 0.0
H -3.260196 -6.946370 -3.269794 0.0 0.0 0.0
H -3.935822 -4.605039 -3.686256 0.0 0.0 0.0
H -2.670173 -2.752998 -2.672963 0.0 0.0 0.0
H -0.052997 -5.571063 -0.795915 0.0 0.0 0.0
H -1.324904 -7.419386 -1.804965 0.0 0.0 0.0
H -1.540011 -0.750605 -3.280348 -0.2 0.1 0.0
H -0.788373 -0.279401 -5.573131 0.0 0.0 0.0
H 1.418031 -1.091729 -6.338563 0.0 0.0 0.0
H 2.833255 -2.434409 -4.834148 0.0 0.0 0.0
H 3.959479 -3.577050 -3.332197 0.0 0.0 0.0
H 4.983322 -4.929203 -1.546639 0.0 0.0 0.0
H 3.739270 -5.368655 0.547562 0.0 0.0 0.0
H 1.500790 -4.401868 0.869063 0.0 0.0 0.1